Entry 1:
3 unconnected molecules or ions with the total composition C14H19F3NO6, computed with ωB97M-V/def2-TZVPD.

```
43
Properties=species:S:1:pos:R:3:mulliken_charge:R:1
C -1.9170 1.3476 -1.8346 -0.57
C -0.5507 1.7482 -2.2544 -0.06
C 0.8031 1.7920 -1.3402 -0.51
N 0.6183 2.1074 0.1169 0.07
C 0.0465 0.9722 0.9248 -0.05
C 1.3526 0.1807 1.6075 0.07
O 1.6901 0.3868 2.9022 -0.71
O 2.0569 -0.7630 0.7257 -0.62
C -0.0324 3.4380 0.3865 0.69
F 0.4979 3.9044 1.7208 -0.29
F 0.3067 4.5175 -0.5751 -0.29
F -1.5056 3.4124 0.5341 -0.23
H -2.3367 0.2785 -2.1636 0.16
H -2.6939 2.0217 -1.2520 0.22
H -0.4124 2.0205 -3.4073 0.24
H 1.4046 0.7633 -1.3946 0.19
H 1.5416 2.5973 -1.8209 0.30
H -0.6345 1.3547 1.8166 0.24
H -0.5259 0.1567 0.3113 0.19
O -2.6582 -0.3270 0.5123 -0.55
C -3.6563 0.1816 0.9954 0.46
O -4.4638 1.0661 0.3397 -0.32
C -5.4675 1.5380 1.2373 -0.44
C -5.5621 0.4897 2.3149 -0.48
C -4.1491 -0.0303 2.3948 -0.40
H -5.1550 2.5111 1.6303 0.28
H -6.4136 1.6592 0.7018 0.29
H -5.9389 0.8806 3.2638 0.32
H -6.2321 -0.3160 1.9908 0.26
H -3.5367 0.5594 3.0825 0.24
H -4.1258 -1.0885 2.6650 0.31
O 5.5155 -5.5733 -2.4135 -0.62
C 5.0724 -4.5257 -1.9725 0.46
O 3.7609 -4.1533 -2.0452 -0.35
C 3.6206 -2.8297 -1.5311 -0.19
C 4.8183 -2.6194 -0.6422 -0.44
C 5.8817 -3.4464 -1.3195 -0.30
H 3.5990 -2.1288 -2.3722 0.17
H 2.6814 -2.7472 -0.9766 0.19
H 5.0897 -1.5666 -0.5275 0.31
H 4.6160 -3.0273 0.3556 0.25
H 6.4089 -2.8785 -2.0911 0.24
H 6.5859 -3.8644 -0.5965 0.26
```

frontier orbital gap: 6.94 eV
HOMO energy: -4.58 eV
charge: -1
lowest unoccupied orbital energy: 2.36 eV

Entry 2:
A single C4H11NS molecule, computed with ωB97M-V/def2-TZVPD.

```
17
Properties=species:S:1:pos:R:3:mulliken_charge:R:1
N -0.9246 1.2526 1.4376 -0.51
C 0.3215 1.3042 0.6961 -0.56
C 0.0732 0.8212 -0.7167 -0.63
C -0.5554 -0.5683 -0.8481 -0.41
C 0.0917 -1.6259 0.0465 -0.90
S 1.9039 -1.8866 -0.3297 -0.22
H -1.7019 1.6587 0.9222 0.20
H -0.8698 1.7752 2.3009 0.21
H 0.9733 0.6733 1.3073 0.27
H 0.8006 2.2767 0.6628 0.32
H 1.0137 0.7649 -1.2686 0.33
H -0.5111 1.5485 -1.2889 0.32
H -1.5852 -0.6451 -0.4882 0.31
H -0.4427 -0.8812 -1.8711 0.38
H 0.1127 -1.3400 1.0942 0.38
H -0.3610 -2.5717 -0.1929 0.39
H 1.6612 -2.5564 -1.4634 0.11
```

ΔE to the lowest compared entry with this formula, charge and spin: 7.2 kcal/mol
frontier orbital gap: 9.83 eV
HOMO energy: -8.85 eV
charge: 0
lowest unoccupied orbital energy: 0.98 eV
SMILES: NCCCCS